Below is one molecule with the formula C9H11NSi at a distorted geometry, with properties calculated with wB97M-V/def2-TZVPD.

Each line ends with the Löwdin charge.
Atoms and positions in Å:
C 2.4611 2.4544 -1.2310  0.06
C 1.8310 1.4955 -0.8273  -0.16
C -2.8712 1.2309 0.5568  -0.09
C -3.6289 0.2587 -0.0774  -0.09
C -1.5158 1.2791 0.4370  -0.08
C -2.9335 -0.7292 -0.6559  -0.16
C -0.8481 0.2135 -0.1974  -0.30
C 1.6091 -0.1605 1.5409  -0.21
C 1.4072 -1.6099 -1.2835  -0.19
N -1.5705 -0.7961 -0.7156  0.04
Si 1.0660 -0.0809 -0.2139  0.52
H 3.2069 3.1220 -1.2425  -0.02
H -3.3579 1.8717 1.2495  0.10
H -4.7120 0.3872 -0.0619  0.11
H -0.7858 1.9905 0.8283  0.10
H -3.3912 -1.5190 -1.3330  0.12
H 0.9769 -0.9050 2.1493  0.07
H 2.7206 -0.1686 1.6891  0.04
H 1.4256 0.8897 1.9523  0.05
H 1.4332 -2.5557 -0.7061  0.03
H 0.7205 -1.6420 -2.1809  0.05
H 2.4169 -1.5551 -1.7269  0.02

## Properties
Structure (SMILES): C#C[Si](C)(C)c1ccccn1
Molecular weight in g/mol: 161.3
Energy relative to the best compared isomer or geometry (same formula, charge and spin) in eV: 1.6411
Largest force on an atom in Eh/bohr: 0.0807
Gap between HOMO and LUMO in eV: 10.14
DFT total energy in Ha: -693.722110
E_HOMO in eV: -9.28
2S+1: 1